150
Properties=species:S:1:pos:R:3:forces:R:3 method="wB97M-V/def2-TZVPD" e_lumo_ev=-6.29 charge=+2 total_energy_ev=-90524.56903 homo_energy_ev=-13.28 orbital_gap_ha=0.257 de_lowest_kj_mol=0.0
W 0.822 -0.466 -0.366 -1.29 0.86 -0.08
C 5.385 4.192 -4.350 -0.01 -0.01 -0.04
C 5.927 3.632 -3.036 -0.04 -0.01 0.04
C 6.565 4.782 -2.244 0.04 0.05 -0.01
C 6.994 2.573 -3.349 0.00 0.00 -0.01
C 4.834 2.974 -2.199 -0.02 -0.05 0.03
C 3.540 2.791 -2.659 0.02 0.00 0.06
C 2.602 2.113 -1.888 0.04 0.08 -0.15
C 1.287 1.796 -2.560 -0.08 0.15 -0.02
N 0.159 1.290 -1.687 0.19 0.00 0.04
C -0.303 2.495 -0.881 0.05 0.04 -0.17
C -0.053 2.471 0.620 -0.08 0.01 0.03
N -0.340 1.165 1.238 0.25 -0.06 -0.31
C -1.777 1.001 1.508 -0.11 0.00 0.08
C -2.546 0.781 0.238 -0.11 -0.01 0.04
N -1.857 -0.219 -0.591 0.29 -0.19 0.07
C -2.071 0.065 -2.018 -0.07 0.03 -0.10
C -0.904 0.852 -2.646 0.04 0.07 -0.04
C -2.326 -1.567 -0.144 -0.07 -0.04 0.04
C -2.091 -2.666 -1.129 -0.16 -0.14 -0.02
C -3.116 -3.541 -1.455 0.04 0.00 0.00
C -2.913 -4.552 -2.386 -0.03 0.01 0.05
C -1.662 -4.615 -2.998 0.07 -0.09 0.05
C -0.600 -3.755 -2.726 -0.19 -0.10 -0.07
C -0.864 -2.784 -1.757 0.31 0.32 0.18
O 0.062 -1.819 -1.370 0.16 -0.32 -0.30
C 0.730 -3.904 -3.459 -0.07 -0.01 -0.01
C 1.044 -2.597 -4.201 0.04 0.05 0.02
C 1.821 -4.284 -2.452 0.04 0.00 0.01
C 0.691 -5.020 -4.506 0.02 0.00 -0.07
C -3.983 -5.591 -2.714 0.06 0.04 0.01
C -5.363 -5.166 -2.212 -0.02 0.01 0.02
C -3.585 -6.903 -2.020 0.01 -0.03 -0.01
C -4.059 -5.822 -4.228 -0.01 0.00 -0.02
C 0.386 1.038 2.528 0.04 0.11 0.07
C 0.049 -0.242 3.232 -0.10 -0.04 0.24
C -0.433 -0.261 4.527 0.04 -0.05 -0.03
C -0.754 -1.473 5.139 0.02 -0.01 0.01
C -0.566 -2.634 4.399 0.04 -0.07 0.00
C -0.060 -2.688 3.093 -0.03 -0.09 0.32
C 0.194 -1.442 2.548 0.44 0.50 -0.48
O 0.654 -1.257 1.240 -0.26 -0.73 0.30
C 0.201 -4.067 2.481 -0.03 0.07 0.00
C 0.931 -4.025 1.140 0.04 -0.10 -0.04
C -1.141 -4.785 2.281 0.01 -0.03 -0.07
C 1.080 -4.872 3.454 0.00 -0.01 -0.01
C -1.237 -1.567 6.584 0.01 0.00 -0.06
C -1.571 -0.194 7.164 0.00 0.04 0.02
C -0.114 -2.199 7.421 0.01 -0.01 0.04
C -2.488 -2.451 6.665 -0.04 -0.01 0.00
C 2.966 1.661 -0.631 -0.41 -0.36 0.08
O 2.005 0.912 0.033 0.78 0.16 0.18
C 4.236 1.867 -0.076 0.10 0.16 -0.13
C 5.139 2.507 -0.917 0.04 0.06 -0.01
C 4.619 1.542 1.372 0.02 0.00 -0.05
C 4.261 0.110 1.787 -0.06 -0.01 0.08
C 3.907 2.558 2.279 -0.01 0.00 0.02
C 6.125 1.709 1.598 0.05 -0.05 0.04
H 6.191 4.680 -4.897 0.01 0.00 0.00
H 4.603 4.936 -4.186 0.00 0.02 0.02
H 4.986 3.407 -4.996 -0.01 -0.02 0.00
H 7.302 5.290 -2.866 0.01 0.00 0.00
H 7.082 4.432 -1.350 -0.01 -0.02 0.01
H 5.818 5.516 -1.938 -0.02 0.00 -0.02
H 7.790 3.009 -3.953 0.01 0.01 -0.01
H 6.563 1.737 -3.906 0.00 0.01 0.00
H 7.444 2.178 -2.438 0.01 -0.01 0.01
H 3.249 3.143 -3.640 -0.01 0.02 -0.03
H 1.454 1.065 -3.344 0.03 0.03 0.01
H 0.906 2.702 -3.040 0.03 -0.05 -0.02
H -1.348 2.647 -1.121 -0.03 0.02 0.05
H 0.219 3.370 -1.269 -0.02 -0.03 0.02
H -0.671 3.254 1.075 -0.02 -0.05 -0.01
H 0.980 2.734 0.829 -0.02 -0.03 0.00
H -2.148 1.889 2.032 -0.03 -0.05 0.04
H -1.909 0.154 2.181 0.02 0.04 -0.11
H -2.675 1.701 -0.319 0.01 0.03 -0.01
H -3.558 0.436 0.475 0.02 0.06 0.01
H -3.013 0.599 -2.154 0.02 0.01 0.01
H -2.167 -0.870 -2.564 -0.03 0.04 0.03
H -1.261 1.742 -3.171 -0.03 -0.06 -0.01
H -0.404 0.224 -3.382 -0.02 -0.02 0.04
H -3.398 -1.524 0.069 0.03 0.00 -0.06
H -1.831 -1.785 0.809 -0.01 0.02 -0.03
H -4.076 -3.416 -0.974 -0.03 -0.01 0.03
H -1.499 -5.391 -3.730 -0.02 0.01 0.01
H 1.082 -1.736 -3.536 -0.05 -0.17 -0.15
H 0.288 -2.414 -4.967 -0.02 -0.02 -0.04
H 2.011 -2.681 -4.701 0.02 0.00 -0.02
H 1.879 -3.604 -1.607 0.01 0.14 0.08
H 2.793 -4.319 -2.947 0.02 0.01 0.01
H 1.618 -5.274 -2.040 0.00 -0.03 -0.02
H -0.041 -4.830 -5.292 -0.02 0.02 0.01
H 0.484 -5.995 -4.064 0.03 -0.01 0.01
H 1.671 -5.080 -4.981 0.01 -0.01 -0.01
H -5.410 -5.130 -1.123 0.01 0.01 0.02
H -6.107 -5.891 -2.540 0.00 -0.02 0.01
H -5.658 -4.190 -2.604 0.00 0.01 -0.04
H -3.558 -6.782 -0.936 0.01 0.01 0.00
H -2.601 -7.242 -2.350 0.01 0.00 -0.01
H -4.306 -7.686 -2.256 -0.02 0.00 0.00
H -4.222 -4.888 -4.767 -0.02 0.02 0.00
H -4.890 -6.491 -4.452 0.00 -0.02 -0.01
H -3.157 -6.291 -4.620 0.01 0.00 -0.01
H 0.139 1.887 3.174 -0.03 0.01 -0.03
H 1.445 1.095 2.297 0.07 -0.04 0.06
H -0.554 0.677 5.052 0.00 0.03 0.03
H -0.793 -3.576 4.876 -0.01 -0.02 0.00
H 0.331 -3.556 0.363 -0.03 0.01 -0.02
H 1.115 -5.052 0.820 0.02 -0.01 0.00
H 1.895 -3.516 1.198 -0.06 -0.01 0.04
H -1.760 -4.261 1.548 -0.01 0.01 -0.02
H -1.710 -4.870 3.206 0.02 0.02 0.04
H -0.963 -5.793 1.904 -0.01 -0.01 -0.01
H 2.007 -4.341 3.674 0.02 0.01 -0.01
H 1.336 -5.830 3.002 -0.01 -0.01 -0.01
H 0.579 -5.082 4.397 -0.02 0.01 0.01
H -0.692 0.449 7.232 0.02 0.00 -0.01
H -1.959 -0.312 8.175 0.00 -0.01 0.01
H -2.335 0.322 6.577 -0.03 -0.01 -0.01
H 0.782 -1.577 7.415 0.00 0.02 -0.01
H 0.156 -3.187 7.045 -0.01 -0.01 0.00
H -0.440 -2.314 8.455 0.00 0.01 0.02
H -3.273 -2.096 5.996 -0.01 0.03 0.00
H -2.881 -2.437 7.682 0.01 -0.01 0.01
H -2.275 -3.492 6.419 0.00 -0.01 -0.02
H 6.143 2.666 -0.554 -0.02 0.01 -0.02
H 3.194 -0.102 1.738 0.07 0.00 0.02
H 4.581 -0.048 2.818 0.01 0.00 0.01
H 4.777 -0.622 1.165 0.00 0.02 -0.04
H 2.823 2.502 2.186 -0.05 0.01 -0.03
H 4.207 3.576 2.030 0.02 0.00 -0.01
H 4.163 2.372 3.323 0.01 0.00 0.02
H 6.710 1.072 0.932 -0.01 -0.02 -0.01
H 6.359 1.420 2.622 0.00 0.00 0.02
H 6.455 2.740 1.471 -0.01 0.01 0.01
Cl 8.255 -2.576 -3.803 -0.04 0.01 0.02
C 6.713 -2.204 -3.139 0.14 -0.03 -0.07
C 6.390 -2.678 -1.871 -0.10 0.04 0.01
C 5.155 -2.373 -1.337 0.09 -0.02 -0.04
C 4.258 -1.601 -2.076 -0.06 0.01 -0.01
C 4.591 -1.132 -3.348 0.09 -0.01 -0.05
C 5.825 -1.435 -3.886 -0.07 -0.01 0.09
C 2.976 -1.252 -1.514 -0.20 0.02 0.42
O 2.098 -0.558 -2.115 0.12 0.05 0.04
O 2.599 -1.568 -0.324 0.18 -0.20 -0.13
H 7.105 -3.275 -1.324 0.02 -0.01 0.01
H 4.881 -2.728 -0.352 -0.02 -0.01 0.01
H 3.886 -0.531 -3.906 -0.02 0.00 0.01
H 6.110 -1.086 -4.868 0.01 0.01 -0.02

14
Properties=species:S:1:pos:R:3:forces:R:3 method="wB97M-V/def2-TZVPD" e_lumo_ev=0.17 charge=0 total_energy_ev=-8729.88260 homo_energy_ev=-6.59 orbital_gap_ha=0.249 de_lowest_kj_mol=173.4
N 1.073 0.481 -2.089 0.00 -0.01 -0.48
C 0.420 0.170 -0.815 -0.14 -0.08 -0.14
C 0.711 0.315 0.538 -0.02 -0.04 -0.08
C -0.427 -0.273 1.140 -0.11 -0.05 -0.19
N -0.630 -0.448 2.530 -0.07 0.15 0.14
C -1.271 -0.700 0.114 -0.14 -0.10 0.29
N -0.737 -0.426 -1.097 0.12 0.07 0.14
H 1.178 1.466 -2.339 0.07 -0.02 0.22
H 1.936 -0.021 -2.305 0.01 0.08 0.21
H 1.575 0.746 1.030 -0.15 -0.09 -0.16
H -1.620 -0.533 2.733 0.13 -0.01 0.04
H -0.276 0.352 3.039 -0.06 -0.08 0.08
H -2.227 -1.200 0.167 0.02 0.02 0.24
H 0.294 0.070 -2.645 0.33 0.17 -0.29

19
Properties=species:S:1:pos:R:3:forces:R:3 method="wB97M-V/def2-TZVPD" e_lumo_ev="0.75 / 0.75" smiles=C[C@H]1[C@H](O)[C@H]2N[C@]21C charge=0 total_energy_ev=-9932.50832 homo_energy_ev="-6.77 / -6.77" orbital_gap_ha="0.277 / 0.277" de_lowest_kj_mol=573.7
C 0.971 1.772 0.739 -0.12 0.09 0.11
C 0.406 0.756 -0.243 2.31 -0.64 0.09
C 1.279 -0.708 -0.224 0.35 3.61 0.72
O 1.466 -1.145 -1.579 -0.46 -0.10 1.17
C 0.233 -1.357 0.587 -0.73 -1.19 0.70
N -0.717 -0.614 1.392 1.26 3.39 0.03
C -0.780 -0.019 0.117 -1.77 -2.59 -0.82
C -1.911 -0.253 -0.824 -0.92 0.06 -0.37
H 1.961 2.102 0.414 -0.12 -0.03 -0.05
H 0.324 2.652 0.797 0.07 -0.01 0.06
H 1.080 1.360 1.746 -0.13 -0.04 -0.14
H 0.373 1.170 -1.254 0.00 -0.27 0.10
H 2.270 -0.697 0.243 0.30 0.18 -0.52
H 0.585 -1.241 -1.961 -0.05 -0.14 -0.02
H 0.564 -2.191 1.183 -0.81 -1.74 -0.91
H -1.442 -0.651 2.099 0.81 -0.74 -0.32
H -1.890 -1.263 -1.245 -0.14 0.20 0.12
H -1.893 0.454 -1.659 0.09 -0.07 0.12
H -2.881 -0.127 -0.328 0.06 0.03 -0.06

19
Properties=species:S:1:pos:R:3:forces:R:3 method="wB97M-V/def2-TZVPD" e_lumo_ev="-5.87 / -5.87" charge=+2 total_energy_ev=-10720.60360 homo_energy_ev="-13.21 / -13.21" orbital_gap_ha="0.270 / 0.270" de_lowest_kj_mol=43.0
C -4.547 1.604 0.027 -0.31 2.25 -3.53
C -3.851 1.138 -1.116 -2.02 1.92 1.05
C -5.439 -0.125 1.428 0.48 -0.32 2.72
N -4.823 0.900 1.058 -0.05 -1.44 1.64
N -3.272 -0.819 -0.060 1.26 -1.20 -1.40
N -2.758 -2.035 -0.247 -0.43 2.14 -6.13
N -3.383 -0.135 -1.146 0.55 -1.88 0.93
N 11.297 0.360 0.360 3.39 -0.41 -1.90
H -4.969 2.673 -0.010 0.77 -1.70 0.04
H -4.042 1.603 -2.084 0.59 0.08 0.50
H -6.272 -0.580 0.896 -0.04 0.10 -0.24
H -5.138 -0.607 2.455 -0.67 0.94 -1.98
H -2.473 -2.615 0.466 0.56 -1.04 2.02
H -2.466 -2.225 -1.311 -0.55 -0.18 3.44
H -3.099 -0.537 -2.072 -0.19 0.33 0.93
H 11.762 -0.032 1.173 0.19 0.01 0.35
H 11.365 -0.331 -0.417 0.12 0.53 0.45
H 11.741 1.259 0.070 -0.23 -0.75 0.27
H 10.369 0.503 0.533 -3.41 0.61 0.83

16
Properties=species:S:1:pos:R:3:forces:R:3 method="wB97M-V/def2-TZVPD" multiplicity=3 e_lumo_ev="0.85 / -1.61" charge=0 total_energy_ev=-9892.70263 homo_energy_ev="-5.80 / -9.42" orbital_gap_ha="0.245 / 0.287" de_lowest_kj_mol=148.1
C 1.216 1.081 1.521 1.74 2.64 -0.04
C -0.886 -0.668 -0.622 -1.14 0.73 -1.90
C 0.618 -0.127 1.499 -1.85 -2.91 -0.52
C 0.641 0.708 0.345 0.62 0.08 2.39
C -0.003 0.445 -0.809 -1.00 -2.11 0.43
C -0.104 -1.294 1.610 -0.59 2.66 -3.64
C 0.038 -2.259 2.582 0.95 -0.78 2.02
C 0.158 1.209 -1.996 1.65 1.46 -0.68
N -1.016 -1.399 0.414 1.00 -2.20 3.08
H 1.855 1.757 2.026 0.38 0.47 0.26
H -1.627 -0.844 -1.471 0.89 0.02 1.07
H -0.610 -3.123 2.604 0.14 -0.01 0.14
H 0.868 -2.091 3.366 -1.68 -0.49 -1.41
H -0.120 0.881 -2.961 -0.46 -0.93 -0.70
H 1.200 1.512 -1.999 0.46 -0.14 -0.55
H -0.276 2.153 -1.840 -1.12 1.49 0.06